Entry 1:
13
Properties=species:S:1:pos:R:3:mulliken_charge:R:1 method="wB97M-V/def2-TZVPD" homo_lumo_gap_ev=9.7 smiles="C=C=N.C=CO"
C -1.801 -0.453 0.645 -0.902
C -1.451 0.759 0.300 0.645
N -0.894 1.808 -0.012 -0.684
H -1.436 -0.805 1.602 0.291
H -2.411 -1.098 0.026 0.316
H 0.010 1.468 -0.403 0.402
C 0.600 -0.873 -0.920 -0.727
C 1.358 0.053 -0.340 -0.334
O 1.620 -0.005 1.001 -0.485
H 0.296 -1.755 -0.372 0.333
H 0.268 -0.760 -1.946 0.293
H 1.842 0.845 -0.914 0.505
H 2.038 0.810 1.301 0.347

---

Entry 2:
13
Properties=species:S:1:pos:R:3:mulliken_charge:R:1 method="wB97M-V/def2-TZVPD" homo_lumo_gap_ev="7.6 / 7.8"
C 0.602 -1.032 0.212 -0.250
C -0.748 -1.207 -0.400 -0.375
O -1.471 -0.147 -0.707 -0.303
C -1.233 1.073 -0.328 -0.298
N -0.094 1.358 0.415 -0.313
C 1.017 0.451 0.134 -0.612
H 0.646 -1.366 1.258 0.226
H 1.337 -1.649 -0.326 0.274
H -1.073 -2.094 -0.924 0.367
H -0.279 1.445 1.410 0.248
H -1.917 1.817 -0.707 0.414
H 1.827 0.671 0.833 0.339
H 1.386 0.680 -0.870 0.282

---

Entry 3:
13
Properties=species:S:1:pos:R:3:mulliken_charge:R:1 method="wB97M-V/def2-TZVPD" homo_lumo_gap_ev=9.8 smiles="O=CCN1CC1"
O -2.657 -0.640 1.446 -0.460
C -1.941 -0.210 0.577 0.092
C -0.654 0.561 0.816 -0.439
N 0.368 -0.127 0.111 -0.116
C 0.751 -0.473 -1.203 -0.443
C 1.731 0.064 -0.182 -0.460
H -2.175 -0.374 -0.498 0.326
H -0.398 0.482 1.878 0.267
H -0.797 1.622 0.541 0.297
H 0.561 0.163 -2.072 0.253
H 0.671 -1.539 -1.404 0.221
H 2.395 -0.586 0.382 0.228
H 2.144 1.057 -0.392 0.235

---

Entry 4:
13
Properties=species:S:1:pos:R:3:mulliken_charge:R:1 method="wB97M-V/def2-TZVPD" homo_lumo_gap_ev=10.1 smiles="O=CN1CCC1"
O -2.957 0.401 0.138 -0.610
C -1.958 -0.280 -0.132 0.174
N -0.702 0.029 -0.220 0.084
C 0.346 -0.963 0.036 -0.576
C 1.506 0.123 0.007 -0.484
C 0.280 1.209 -0.094 -0.422
H -1.976 -1.359 -0.207 0.303
H 0.392 -1.539 0.968 0.249
H 0.181 -1.729 -0.973 0.316
H 2.282 0.142 -0.803 0.273
H 2.046 0.130 1.173 0.210
H 0.220 2.210 -0.892 0.275
H 0.339 1.627 0.997 0.210

---

Entry 5:
13
Properties=species:S:1:pos:R:3:mulliken_charge:R:1 method="wB97M-V/def2-TZVPD" homo_lumo_gap_ev="6.6 / 10.1"
C 1.863 0.086 0.277 -1.066
C 0.385 0.254 0.369 0.361
O -0.171 1.222 0.898 -0.488
C -0.672 -0.623 -0.280 0.560
C -1.828 0.030 0.440 -0.821
N -0.967 -0.052 -1.556 -0.628
H 2.389 0.917 0.751 0.320
H 2.144 0.029 -0.781 0.283
H 2.158 -0.864 0.738 0.306
H -0.497 -1.716 -0.171 0.348
H -1.962 0.034 1.519 0.274
H -2.659 0.325 -0.191 0.340
H -0.096 -0.004 -2.104 0.209

---

Entry 6:
13
Properties=species:S:1:pos:R:3:mulliken_charge:R:1 method="wB97M-V/def2-TZVPD" homo_lumo_gap_ev=10.5 smiles=O[C@H]1CN2C[C@@H]12
O -0.677 1.875 0.036 -0.526
C 0.302 0.947 -0.342 -0.307
C 0.950 0.059 0.736 -0.382
N 0.604 -1.198 0.012 -0.480
C -0.854 -1.225 -0.086 -0.285
C -0.105 -0.370 -1.022 0.064
H -1.111 1.530 0.823 0.326
H 1.026 1.499 -0.945 0.352
H 0.488 0.138 1.728 0.279
H 2.034 0.166 0.828 0.259
H -1.463 -0.773 0.701 0.131
H -1.241 -2.178 -0.438 0.249
H -0.018 -0.589 -2.084 0.319

---

Sequential ΔE to the lowest compared entry with this formula, charge and spin output: 331.1, 378.3, 291.1, 379.2, 559.6, 277.5 kJ/mol